Molecular formula: C3H6N2O
Method: DFT, ωB97M-V/def2-TZVPD

Summary:
frontier orbital gap	10.2808	eV
LUMO energy	0.968	eV
spin multiplicity	1
structure (SMILES)	C/C=N/NC=O
ΔE to the lowest compared entry with this formula, charge and spin	179.8	kJ/mol

Bonds (Å) are listed after each position.
Positions of all 12 atoms, in Å:
1 C -0.02402 -0.68533 -0.20698  C2 1.497, N4 1.294, H7 1.104
2 C 0.08504 -2.14070 0.12745  C1 1.497, H10 1.093, H11 1.093, H12 1.093
3 C 0.37873 2.17734 -0.15037  N5 1.374, O6 1.224, H9 1.100
4 N -0.68822 0.11471 0.56247  C1 1.294, N5 1.367
5 N -0.71988 1.43590 0.21321  C3 1.374, N4 1.367, H8 1.017
6 O 0.36333 3.39521 -0.27662  C3 1.224
7 H 0.45213 -0.35970 -1.14853  C1 1.104
8 H -1.49156 1.97598 0.59547  N5 1.017
9 H 1.29145 1.58336 -0.30909  C3 1.100
10 H -0.47115 -2.71749 -0.61577  C2 1.093
11 H -0.31265 -2.34433 1.12461  C2 1.093
12 H 1.13680 -2.43496 0.08415  C2 1.093



Molecular formula: C3H6N2O
Method: DFT, ωB97M-V/def2-TZVPD

Summary:
frontier orbital gap	9.0566	eV
LUMO energy	0.535	eV
spin multiplicity	1
structure (SMILES)	[O-]/C=N\[NH+]1CC1
ΔE to the lowest compared entry with this formula, charge and spin	500.8	kJ/mol

Bonds (Å) are listed after each position.
Positions of all 12 atoms, in Å:
1 C -2.21152 0.45542 -0.22183  N5 1.347, O6 1.234, H7 1.045
2 C 1.46101 -0.09000 -0.49335  C3 1.432, N4 1.514, H8 1.066, H9 1.176
3 C 1.18864 0.04150 0.90586  C2 1.432, N4 1.675, H10 1.090, H11 1.020
4 N 0.00043 -0.36472 -0.20224  C2 1.514, C3 1.675, N5 1.591, H12 1.040
5 N -1.15256 0.33543 -1.04516  C1 1.347, N4 1.591
6 O -2.21257 0.01046 0.92926  C1 1.234
7 H -3.01271 0.86151 -0.75537  C1 1.045
8 H 1.78468 0.80264 -0.97823  C2 1.066
9 H 2.17245 -0.91911 -0.92844  C2 1.176
10 H 1.01804 -0.73282 1.65388  C3 1.090
11 H 1.15390 0.98586 1.29051  C3 1.020
12 H -0.18978 -1.38618 -0.15490  N4 1.040



Molecular formula: C3H6N2O
Method: DFT, ωB97M-V/def2-TZVPD

Summary:
frontier orbital gap	10.4607	eV
LUMO energy	0.365	eV
spin multiplicity	1
structure (SMILES)	N#C[C@H](O)CN
ΔE to the lowest compared entry with this formula, charge and spin	153.8	kJ/mol

Bonds (Å) are listed after each position.
Positions of all 12 atoms, in Å:
1 N -1.66260 -0.49701 0.32029  C2 1.446, H7 1.014, H8 1.016
2 C -0.71080 0.22543 -0.49358  N1 1.446, C3 1.561, H9 1.094, H10 1.096
3 C 0.72098 0.32611 0.12131  C2 1.561, O4 1.413, C5 1.474, H11 1.101
4 O 1.06319 -0.80938 0.89011  C3 1.413, H12 0.965
5 C 1.72713 0.41684 -0.95210  C3 1.474, N6 1.156
6 N 2.48045 0.46119 -1.82818  C5 1.156
7 H -1.80891 -0.07638 1.23118  N1 1.014
8 H -1.36567 -1.46061 0.44855  N1 1.016
9 H -0.65634 -0.26730 -1.46836  C2 1.094
10 H -1.09506 1.23501 -0.67730  C2 1.096
11 H 0.79491 1.24367 0.72516  C3 1.101
12 H 0.51270 -0.79756 1.68291  O4 0.965



Molecular formula: C3H6N2O
Method: DFT, ωB97M-V/def2-TZVPD

Summary:
frontier orbital gap	10.1605	eV
LUMO energy	0.531	eV
spin multiplicity	1
structure (SMILES)	CC#N.NC=O
ΔE to the lowest compared entry with this formula, charge and spin	86.2	kJ/mol

Bonds (Å) are listed after each position.
Positions of all 12 atoms, in Å:
1 C 0.52879 0.79982 2.05735  C2 1.438, H4 1.090, H5 1.090, H6 1.090
2 C 0.96582 -0.07209 1.00089  C1 1.438, N3 1.151
3 N 1.48044 -0.80801 0.28022  C2 1.151
4 H 1.24820 0.78272 2.87557  C1 1.090
5 H 0.44076 1.81677 1.67516  C1 1.090
6 H -0.44236 0.46867 2.42445  C1 1.090
7 N -0.22787 -0.92778 -1.96782  C8 1.333, H10 1.041, H11 1.007
8 C -1.16909 -0.08534 -1.54279  N7 1.333, O9 1.203, H12 1.137
9 O -2.18502 0.24193 -2.09691  C8 1.203
10 H 0.56941 -1.13341 -1.33133  N7 1.041
11 H -0.33370 -1.37519 -2.86413  N7 1.007
12 H -0.87537 0.29191 -0.51068  C8 1.137